1.
A single C5H8O2 molecule at a distorted geometry. Source: the OMol25 dataset; level of theory: the ωB97M-V functional and the def2-TZVPD basis.

```
15
Properties=species:S:1:pos:R:3:forces:R:3:lowdin_charge:R:1
O -0.2855 -1.7046 -1.4924 0.87 -1.44 -0.55 0.06
C 0.4157 -1.7626 -0.5102 -2.87 3.54 -0.23 -0.25
C -0.1260 -1.2479 0.7916 -1.20 0.89 -2.15 -0.16
C 0.2123 0.2549 0.9943 2.34 -2.22 2.51 -0.24
C -0.4312 1.2056 0.1324 -1.75 3.45 -2.07 -0.19
C -0.0952 1.1444 -1.3989 -0.10 2.24 -1.75 -0.25
O -0.9035 1.1278 -2.3158 0.57 -0.52 1.96 0.03
H 1.4745 -1.6078 -0.4705 1.63 -1.06 -0.78 0.12
H -1.2026 -1.3809 0.9412 0.31 -0.33 -0.10 0.14
H 0.4831 -1.7594 1.4065 1.44 -1.72 3.40 0.06
H -0.0730 0.2655 2.0732 0.12 1.13 -0.70 0.13
H 1.3346 0.4272 1.0013 -1.07 -0.39 -0.10 0.14
H -1.5333 1.2003 0.1855 0.28 -0.43 -0.05 0.12
H -0.2092 2.3261 0.4337 0.03 -2.09 -0.59 0.16
H 0.9396 1.5113 -1.7720 -0.60 -1.05 1.19 0.14
```
Forces are in eV/Å.

Results
ΔE to the lowest compared entry with this formula, charge and spin = 2.558 eV
HOMO level = -0.354 Eh
Kohn-Sham gap = 10.2293 eV
SMILES = O=CCCCC=O

=====

2.
A single C5H8O2 molecule. Source: the OMol25 dataset; level of theory: the ωB97M-V functional and the def2-TZVPD basis.

```
15
Properties=species:S:1:pos:R:3:forces:R:3:lowdin_charge:R:1
C -1.7759 -0.3524 0.1024 0.10 0.04 0.03 -0.03
C -0.7329 0.7389 0.0156 -0.10 -0.13 -0.12 -0.27
O -0.3471 1.3058 1.3108 0.09 0.24 0.13 -0.03
C 0.9589 1.3502 1.0835 -0.21 0.01 -0.17 0.10
C 1.2706 -0.9068 0.2367 0.06 0.40 -0.54 -0.02
C 0.7884 0.4861 -0.1941 -0.08 -0.22 0.27 -0.55
O 1.3521 0.9749 -1.3767 0.02 -0.22 0.01 0.02
H -1.4714 -1.1520 0.7840 -0.02 0.10 -0.11 0.08
H -2.7346 0.0520 0.4480 0.21 -0.04 -0.07 0.09
H -1.9311 -0.7778 -0.8956 0.02 0.03 0.14 0.09
H -1.0732 1.5642 -0.6184 0.08 -0.15 0.09 0.15
H 1.0596 -1.0304 1.2906 -0.07 -0.27 0.27 0.08
H 2.3576 -0.9494 0.1152 -0.17 0.00 0.00 0.10
H 0.7983 -1.7165 -0.3281 0.03 0.11 0.01 0.09
H 1.4986 0.2399 -1.9840 0.03 0.10 0.06 0.10
```
Forces are in eV/Å.

Results
ΔE to the lowest compared entry with this formula, charge and spin = 3.639 eV
HOMO level = -0.315 Eh
Kohn-Sham gap = 9.2711 eV

=====

3.
A single C5H8O2 molecule at a distorted geometry. Source: the OMol25 dataset; level of theory: the ωB97M-V functional and the def2-TZVPD basis.

```
15
Properties=species:S:1:pos:R:3:forces:R:3:lowdin_charge:R:1
C -0.6163 -1.7124 -0.8564 -1.26 3.69 3.08 0.04
C 0.2533 -0.4721 -0.0709 -0.54 -3.18 -4.22 -0.49
O 1.6017 -0.8006 -0.2561 -0.02 -0.49 0.98 0.02
C -0.5663 0.0599 1.0277 -1.17 -0.61 -1.15 0.05
C -0.1013 0.9110 -0.3538 -2.88 0.11 1.62 -0.10
C 0.5639 1.8701 0.4473 1.73 3.94 -3.61 -0.35
O 1.6007 1.6506 0.9881 2.08 -0.43 2.41 0.03
H -0.6630 -2.3497 -0.0043 0.09 -1.25 0.28 0.05
H -0.2527 -2.2037 -1.7184 0.64 0.08 -0.88 0.05
H -1.6993 -1.3401 -0.9045 1.50 -0.48 -0.58 0.09
H 2.1308 -0.0016 -0.3819 -0.24 -0.03 0.50 0.10
H -0.1516 0.2872 1.9879 0.10 0.53 0.12 0.11
H -1.6477 -0.1876 0.9563 1.05 -0.14 0.39 0.12
H -0.8609 1.2954 -1.0298 -0.10 -0.48 0.18 0.14
H 0.4089 2.9936 0.1688 -0.97 -1.25 0.86 0.15
```
Forces are in eV/Å.

Results
ΔE to the lowest compared entry with this formula, charge and spin = 3.682 eV
HOMO level = -0.350 Eh
Kohn-Sham gap = 10.3745 eV
SMILES = C[C@]1(O)C[C@H]1C=O

=====

4.
A molecular structure, C5H8O2. Source: the OMol25 dataset; level of theory: the ωB97M-V functional and the def2-TZVPD basis.

```
15
Properties=species:S:1:pos:R:3:forces:R:3:lowdin_charge:R:1
O 0.1558 -2.1602 -0.0580 -0.14 -0.20 -0.15 -0.02
C -0.5100 -1.0040 0.3823 -0.10 0.21 0.15 -0.33
C 0.4075 -0.0757 1.2082 0.13 0.00 0.13 -0.02
C 0.3178 0.9819 0.1001 0.14 -0.14 0.04 -0.56
O 0.0379 2.2886 0.4707 0.20 0.15 -0.12 0.02
C 0.9049 0.6721 -1.1944 -0.20 -0.05 0.16 0.08
C -0.6994 0.1219 -0.6542 -0.27 -0.11 0.02 -0.11
H -0.4437 -2.6594 -0.6285 0.15 0.04 0.11 0.10
H -1.4473 -1.2532 0.8990 0.15 0.06 -0.14 0.15
H -0.0675 0.2647 2.1307 0.04 -0.10 -0.09 0.12
H 1.4053 -0.4676 1.4223 -0.12 0.08 -0.02 0.12
H 0.3605 2.8382 -0.2562 -0.06 0.01 0.12 0.10
H -0.2223 0.1329 -1.7846 0.03 -0.03 -0.09 0.12
H 1.4563 -0.2764 -1.1706 -0.11 0.17 0.02 0.07
H -1.6560 0.5963 -0.8669 0.17 -0.08 -0.14 0.15
```
Forces are in eV/Å.

Results
ΔE to the lowest compared entry with this formula, charge and spin = 4.820 eV
HOMO level = -0.325 Eh
Kohn-Sham gap = 9.5196 eV